DFT (ωB97M-V/def2-TZVPD) results for the molecule C6H16NO2P at a distorted geometry.

Summary:
energy above the lowest of the compared OMol25 structures with the same formula, charge and spin = 0.0000 eV
gap between HOMO and LUMO = 10.13 eV
E_tot = -21355.5310 eV
HOMO energy = -9.564 eV
structure (SMILES) = CCC[P@@](=O)([O-])[N+](C)(C)C
lowest unoccupied orbital energy = 0.564 eV
2S+1 = 1

Geometry as XYZ:
```
26
C6H16NO2P ωB97M-V/def2-TZVPD
C -3.8444 0.2560 -0.2830
C -2.5194 0.8551 0.2053
C -1.2903 0.0425 -0.1715
P 0.1779 1.2552 0.0835
O 0.4098 2.1080 -1.0954
O 0.1010 1.7196 1.5660
N 1.7814 0.0727 0.0823
C 2.9538 1.0414 0.0460
C 1.6951 -0.8297 1.3287
C 1.8485 -0.7055 -1.1466
H -4.6720 0.9868 -0.2840
H -3.6934 -0.1950 -1.2827
H -4.1530 -0.4944 0.5341
H -2.5234 0.7539 1.3282
H -2.3761 1.8558 -0.2061
H -1.0804 -0.8616 0.4736
H -1.1990 -0.3083 -1.2802
H 2.6406 1.9361 -0.5586
H 3.1994 1.5581 1.0298
H 3.9051 0.6039 -0.4923
H 0.7257 -1.2865 1.0696
H 2.5710 -1.5421 1.3665
H 1.5633 -0.2491 2.2564
H 2.0947 -0.1321 -2.0635
H 2.7048 -1.5817 -1.1291
H 0.8759 -1.2378 -1.3950
```

Löwdin population analysis, charges in e, atoms 1 to 6: atom 1 (C): -0.12, atom 2 (C): -0.34, atom 3 (C): -0.27, atom 4 (P): 0.51, atom 5 (O): -0.32, atom 6 (O): -0.37